1.
The following is a DFT calculation (ωB97M-V/def2-TZVPD) of a molecular structure, C25H37FN7O6RbS.

The value obtained for the HOMO energy is -0.2523 hartree. Its LUMO energy is -1.6 eV. For the energy relative to the best compared isomer or geometry (same formula, charge and spin), the calculation gives 35.6 kcal/mol. The calculation puts the molar mass at 668.1 g mol⁻¹. Its net charge is 0. The HOMO-LUMO gap is 5.2 eV.

Structure (XYZ):
```
78
C25H37FN7O6RbS, DFT ωB97M-V/def2-TZVPD
Rb 0.58 0.26 -0.06
N -1.56 -2.72 -2.46
C -0.70 -1.96 -3.36
C 0.46 -1.31 -2.59
O 0.86 -1.92 -1.56
O 0.93 -0.24 -3.04
H -0.96 -3.12 -1.75
H -2.03 -3.47 -2.95
H -1.26 -1.19 -3.88
H -0.22 -2.58 -4.14
C 7.40 -0.59 -0.91
C 7.29 0.90 -0.62
N 5.94 1.40 -0.77
C 5.09 1.29 0.31
C 3.78 1.62 0.30
C 2.92 1.35 1.54
O 2.43 2.32 2.12
O 2.76 0.13 1.77
C 3.21 2.22 -0.89
O 2.08 2.67 -0.99
C 4.08 2.16 -2.08
C 3.49 2.44 -3.31
C 4.24 2.30 -4.45
F 3.71 2.59 -5.67
C 5.56 1.86 -4.40
C 6.15 1.59 -3.19
C 5.42 1.73 -2.00
N 6.29 1.62 -5.61
C 6.82 2.80 -6.28
C 8.04 2.34 -7.12
N 8.05 0.84 -7.11
C 6.74 0.29 -7.59
C 5.67 0.71 -6.56
H 8.43 -0.93 -0.79
H 7.07 -0.83 -1.93
H 6.77 -1.16 -0.23
H 7.96 1.49 -1.25
H 7.60 1.10 0.41
H 5.54 0.88 1.20
H 2.45 2.71 -3.33
H 7.16 1.20 -3.19
H 7.14 3.52 -5.53
H 6.08 3.28 -6.93
H 8.99 2.67 -6.71
H 7.98 2.64 -8.17
H 8.15 0.55 -6.13
H 8.83 0.48 -7.65
H 6.84 -0.78 -7.69
H 6.57 0.73 -8.57
H 5.30 -0.16 -6.01
H 4.82 1.15 -7.09
N 0.78 -0.85 3.75
C -0.47 -1.24 3.38
C -1.20 -2.19 4.11
C -2.47 -2.52 3.71
C -3.01 -1.91 2.58
C -2.23 -0.98 1.92
N -1.00 -0.64 2.30
H 1.27 -1.45 4.40
H 1.37 -0.36 3.08
H -0.75 -2.66 4.99
H -3.04 -3.26 4.26
H -4.00 -2.15 2.22
H -2.60 -0.48 1.03
C -1.97 2.30 -3.67
S -0.89 2.29 -2.23
C -1.30 3.89 -1.53
O -1.55 1.31 -1.31
H -1.70 3.10 -4.36
H -3.00 2.39 -3.35
H -1.80 1.33 -4.15
H -0.87 4.68 -2.15
H -0.86 3.90 -0.54
H -2.38 4.01 -1.45
N -0.67 3.08 2.01
H 0.34 2.93 2.02
H -1.08 2.15 2.04
H -0.88 3.50 2.91
```

=====

2.
The following is a DFT calculation (ωB97M-V/def2-TZVPD) of a molecular structure, C25H37LaN4P3 in a non-equilibrium geometry.

The value obtained for the HOMO energy (alpha / beta) is -0.3039 / -0.2838 hartree. Its LUMO energy (alpha / beta) is -3.5 / -3.5 eV. The calculation puts the molar mass at 625.4 g mol⁻¹. Its net charge is +1. The HOMO-LUMO gap (alpha / beta) is 4.7 / 4.2 eV.

Structure (XYZ):
```
70
C25H37LaN4P3, DFT ωB97M-V/def2-TZVPD
C 2.68 -1.14 -4.08
C 2.87 -0.72 -2.78
C 2.95 0.70 -2.55
C 2.24 1.58 -3.46
C 1.75 1.01 -4.66
C 2.14 -0.26 -5.06
C 1.94 2.88 -3.05
C 2.38 3.30 -1.79
C 3.08 2.36 -0.94
C 3.14 2.61 0.48
C 3.05 3.93 0.91
C 2.50 4.91 0.05
C 2.01 4.56 -1.21
H 2.90 -2.19 -4.34
H 1.13 1.64 -5.32
H 2.01 -0.62 -6.07
H 0.99 3.31 -3.42
H 3.32 4.18 1.93
H 2.46 5.94 0.40
H 1.42 5.24 -1.81
N 3.55 1.18 -1.43
La -1.30 0.04 -0.79
C 2.81 -1.65 -1.58
H 3.45 -1.31 -0.76
H 3.02 -2.68 -1.88
C 3.11 1.41 1.41
H 3.77 0.61 1.05
H 3.37 1.72 2.43
P 1.08 -1.66 -0.91
P 1.35 0.70 1.45
C 0.64 1.90 2.66
H -0.30 1.50 3.08
H 1.37 2.06 3.47
H 0.44 2.85 2.15
C 1.75 -0.67 2.61
H 1.99 -0.26 3.60
H 0.89 -1.34 2.69
H 2.61 -1.23 2.23
C 0.17 -2.49 -2.29
H 0.71 -3.43 -2.47
H -0.89 -2.73 -2.03
H 0.19 -1.88 -3.21
C 1.20 -3.08 0.25
H 0.25 -3.22 0.80
H 1.42 -3.97 -0.36
H 2.01 -2.89 0.96
H -0.59 2.05 -0.99
H -0.62 2.31 -0.28
C -4.71 -0.03 2.38
N -4.74 -0.16 0.91
C -5.08 -1.53 0.49
N -4.29 -2.60 1.15
C -4.35 -2.41 2.61
N -3.93 -1.08 3.09
C -2.48 -0.90 3.03
P -2.07 -1.21 1.33
C -3.50 0.27 0.29
C -2.89 -2.68 0.69
H -5.74 -0.14 2.75
H -4.32 0.96 2.65
H -4.93 -1.59 -0.60
H -6.13 -1.73 0.74
H -3.73 -3.17 3.10
H -5.40 -2.54 2.91
H -2.16 0.11 3.32
H -1.93 -1.69 3.56
H -3.61 0.11 -0.81
H -3.23 1.30 0.58
H -2.35 -3.52 1.17
H -2.83 -2.80 -0.41
```

=====

3.
The following is a DFT calculation (ωB97M-V/def2-TZVPD) of a molecular structure, C25H37N3O2Si4V.

The value obtained for the HOMO energy (alpha / beta) is -0.4292 / -0.4292 hartree. Its LUMO energy (alpha / beta) is -5.1 / -5.1 eV. For the energy relative to the best compared isomer or geometry (same formula, charge and spin), the calculation gives 4.1 kcal/mol. The calculation puts the molar mass at 574.9 g mol⁻¹. Its net charge is +1. The HOMO-LUMO gap (alpha / beta) is 6.6 / 6.6 eV.

Structure (XYZ):
```
72
C25H37N3O2Si4V, DFT ωB97M-V/def2-TZVPD
V -0.98 -1.70 -1.06
N 6.10 -2.12 6.22
C 5.31 -2.11 5.39
C 4.33 -2.10 4.34
C 4.35 -3.08 3.36
C 3.40 -3.06 2.35
C 2.42 -2.08 2.33
C 2.39 -1.10 3.33
C 3.35 -1.11 4.33
C 1.40 -2.05 1.26
C 1.83 -2.00 -0.07
C 3.15 -1.98 -0.56
C 3.08 -2.07 -1.94
C 1.72 -2.11 -2.26
N 0.95 -2.05 -1.16
C 0.05 -2.12 1.66
C -0.44 -2.49 2.92
C -1.82 -2.61 2.83
C -2.16 -2.32 1.52
N -1.05 -2.02 0.79
H 5.11 -3.85 3.39
H 3.41 -3.84 1.59
H 1.64 -0.33 3.31
H 3.34 -0.34 5.09
H 4.04 -1.91 0.04
H 3.90 -2.09 -2.64
H 1.28 -2.19 -3.25
H 0.17 -2.68 3.79
H -2.51 -2.88 3.62
H -3.14 -2.30 1.06
C -4.50 0.74 -0.06
Si -3.47 1.38 -1.49
C -3.62 3.25 -1.51
C -3.99 0.75 -3.17
Si -1.20 0.82 -1.09
Si -0.30 1.77 0.91
C 1.54 1.42 1.07
C -1.24 1.15 2.41
C -0.51 3.63 0.79
Si 0.17 1.33 -2.97
C -0.26 3.10 -3.42
C 2.00 1.25 -2.58
C -0.28 0.18 -4.39
H -5.56 0.89 -0.28
H -4.27 1.30 0.85
H -4.35 -0.32 0.13
H -4.68 3.50 -1.68
H -3.05 3.72 -2.32
H -3.33 3.72 -0.57
H -5.07 0.87 -3.29
H -3.75 -0.30 -3.35
H -3.51 1.35 -3.95
H 1.81 0.38 0.89
H 1.89 1.71 2.06
H 2.09 2.03 0.35
H -1.65 0.15 2.29
H -2.07 1.82 2.64
H -0.58 1.14 3.29
H -0.01 4.05 -0.09
H -0.03 4.05 1.67
H -1.55 3.96 0.79
H -0.09 3.79 -2.60
H -1.29 3.22 -3.77
H 0.40 3.39 -4.24
H 2.29 2.12 -1.99
H 2.57 1.28 -3.51
H 2.30 0.35 -2.03
H -1.21 0.51 -4.88
H -0.44 -0.86 -4.09
H 0.51 0.19 -5.14
O -2.57 -1.96 -1.44
O -3.76 -2.14 -1.82
```